Entry from OMol25: an isolated ion of composition C5H11N3 and charge +2 at a distorted geometry (ωB97M-V with the def2-TZVPD basis set).

Geometry as XYZ:
```
19
Properties=species:S:1:pos:R:3:nbo_charge:R:1
C 0.539 -1.133 -0.653 0.4344
C -1.373 0.176 0.011 0.6268
C -3.051 0.185 0.362 -0.6570
C 0.959 1.014 0.174 -0.0385
C 2.712 -0.424 -0.106 -0.4455
N -0.527 1.045 0.104 -0.5115
N -0.914 -1.069 -0.478 -0.5737
N 1.306 -0.261 -0.177 -0.2529
H 0.530 -2.102 -0.968 0.2710
H -3.587 -0.069 -0.652 0.3037
H -3.241 1.184 0.750 0.2622
H -3.343 -0.252 1.344 0.3102
H 1.281 1.656 -0.634 0.2564
H -0.841 2.041 0.044 0.4782
H 1.548 1.192 1.038 0.2681
H 3.340 0.010 -0.868 0.2832
H 2.907 0.205 0.760 0.2306
H 3.044 -1.398 0.229 0.2810
H -1.289 -2.001 -0.279 0.4733
```

Highest occupied orbital energy (eV): -20.11
SMILES: CC1=[NH+]C=[N+](C)CN1
Kohn-Sham gap (eV): 10.50
DFT total energy (eV): -9812.8462
Charge: +2
Multiplicity: 1

Entry from OMol25: a 9-piece molecular cluster, C48H54BClFN10O overall at a distorted geometry (ωB97M-V with the def2-TZVPD basis set).

Geometry as XYZ:
```
116
Properties=species:S:1:pos:R:3:lowdin_charge:R:1
C -0.803 2.725 -6.215 -0.1389
C -2.294 2.186 -5.925 -0.1417
B -2.709 0.888 -6.847 -0.3037
O -4.097 0.884 -7.310 0.0580
C -1.687 -0.316 -7.213 0.0158
C -1.898 -1.697 -7.863 0.1181
N -0.628 -2.445 -7.959 -0.0005
F -0.394 -3.656 -8.469 0.1124
C 0.365 -1.590 -7.362 -0.0876
C 1.937 -1.776 -7.089 -0.5501
Cl 2.799 -0.417 -7.964 0.6290
C 2.517 -3.245 -7.378 -0.2538
C 3.169 -3.442 -8.835 -0.1401
N -0.250 -0.354 -6.955 0.1334
H -0.711 3.873 -6.219 0.0926
H -0.051 2.368 -5.407 0.0647
H -0.356 2.341 -7.214 0.0739
H -2.350 1.953 -4.799 0.1149
H -3.025 3.031 -6.185 0.1156
H -4.006 0.900 -8.297 0.1189
H -2.932 -2.071 -8.209 0.1510
H 2.092 -1.583 -5.957 0.1212
H 3.379 -3.404 -6.621 0.1269
H 1.764 -4.093 -7.140 0.1230
H 3.998 -2.674 -9.075 0.0684
H 2.350 -3.442 -9.653 0.0859
H 3.717 -4.462 -8.804 0.0934
H 0.401 0.314 -6.513 0.1242
N -7.564 -5.043 -7.610 0.0421
C -6.445 -5.783 -7.668 -0.1399
C -5.194 -5.320 -7.293 -0.0722
C -5.088 -4.015 -6.834 -0.1008
C -6.228 -3.227 -6.765 -0.0702
C -7.434 -3.784 -7.161 -0.1275
H -6.578 -6.795 -8.036 0.1081
H -4.325 -5.963 -7.358 0.1013
H -4.125 -3.615 -6.532 0.0860
H -6.181 -2.204 -6.413 0.1016
H -8.354 -3.209 -7.122 0.1146
N 1.421 0.535 -3.683 0.0238
C 2.710 0.641 -3.315 -0.1591
C 3.131 0.743 -2.000 -0.0627
C 2.168 0.740 -1.000 -0.0569
C 0.829 0.633 -1.350 -0.0558
C 0.509 0.532 -2.694 -0.1632
H 3.424 0.641 -4.132 0.0986
H 4.184 0.823 -1.762 0.1054
H 2.458 0.820 0.043 0.0820
H 0.052 0.628 -0.596 0.1091
H -0.523 0.442 -3.018 0.0936
N 3.549 1.891 1.965 0.0420
C 4.486 2.566 1.274 -0.1600
C 5.628 3.102 1.845 -0.0708
C 5.818 2.938 3.210 -0.0669
C 4.868 2.248 3.948 -0.0575
C 3.761 1.746 3.284 -0.1427
H 4.291 2.670 0.210 0.0889
H 6.351 3.634 1.239 0.1003
H 6.700 3.345 3.694 0.0859
H 4.985 2.102 5.014 0.1077
H 2.992 1.196 3.817 0.0871
N 1.083 1.220 6.174 0.0539
C 0.855 1.606 7.441 -0.1560
C -0.012 2.629 7.791 -0.0585
C -0.682 3.297 6.775 -0.0765
C -0.463 2.920 5.458 -0.0745
C 0.421 1.882 5.212 -0.1611
H 1.404 1.056 8.197 0.1006
H -0.160 2.896 8.830 0.0771
H -1.368 4.104 7.009 0.1010
H -0.968 3.420 4.641 0.1003
H 0.623 1.548 4.199 0.0929
N 8.937 4.774 4.230 0.0448
C 9.565 4.820 5.417 -0.1491
C 9.944 5.995 6.044 -0.0728
C 9.665 7.197 5.410 -0.0779
C 9.018 7.180 4.183 -0.0745
C 8.677 5.952 3.640 -0.1566
H 9.764 3.855 5.871 0.1035
H 10.446 5.972 7.003 0.1033
H 9.947 8.139 5.869 0.1071
H 8.785 8.099 3.660 0.1022
H 8.167 5.887 2.683 0.0982
N 1.542 -2.811 8.200 0.0561
C 0.707 -1.909 7.659 -0.1467
C -0.570 -2.210 7.213 -0.0715
C -1.013 -3.520 7.328 -0.0866
C -0.169 -4.473 7.882 -0.0816
C 1.088 -4.070 8.301 -0.1571
H 1.100 -0.900 7.587 0.0589
H -1.202 -1.441 6.787 0.0998
H -2.006 -3.796 6.990 0.1030
H -0.482 -5.505 7.987 0.0993
H 1.782 -4.778 8.744 0.1007
N -10.585 -6.411 -5.461 0.0546
C -11.487 -7.315 -5.044 -0.1557
C -11.334 -8.684 -5.196 -0.0792
C -10.185 -9.151 -5.818 -0.0849
C -9.237 -8.240 -6.260 -0.0758
C -9.480 -6.890 -6.058 -0.1493
H -12.369 -6.901 -4.568 0.1010
H -12.094 -9.367 -4.838 0.1007
H -10.030 -10.216 -5.956 0.1042
H -8.329 -8.570 -6.749 0.0924
H -8.766 -6.137 -6.383 0.0575
N -0.158 4.278 10.972 0.0474
C 0.473 4.321 12.156 -0.1453
C 0.855 5.495 12.785 -0.0722
C 0.574 6.698 12.155 -0.0781
C -0.076 6.684 10.930 -0.0727
C -0.420 5.457 10.385 -0.1533
H 0.674 3.354 12.608 0.1043
H 1.360 5.469 13.743 0.1032
H 0.858 7.638 12.615 0.1069
H -0.311 7.604 10.410 0.1023
H -0.932 5.395 9.430 0.0934
```

Highest occupied orbital energy (eV): -10.44
Kohn-Sham gap (eV): 6.48
DFT total energy (eV): -83504.8902
Charge: +1
Multiplicity: 1

Entry from OMol25: a 7-piece molecular cluster, C7H21N7O14 overall (ωB97M-V with the def2-TZVPD basis set).

Geometry as XYZ:
```
49
Properties=species:S:1:pos:R:3:nbo_charge:R:1
C 0.351 -4.279 1.714 -0.4926
N 1.441 -4.429 2.716 0.5332
O 2.102 -3.441 2.984 -0.3787
O 1.604 -5.529 3.182 -0.3611
H 0.373 -5.133 1.047 0.2336
H 0.495 -3.336 1.197 0.2290
H -0.595 -4.256 2.251 0.2368
C 0.408 -3.350 -2.574 -0.4788
N -0.266 -3.378 -3.919 0.5351
O 0.237 -4.077 -4.774 -0.3811
O -1.236 -2.668 -4.074 -0.3721
H 0.867 -4.323 -2.431 0.2244
H -0.340 -3.207 -1.806 0.2263
H 1.133 -2.554 -2.692 0.2434
C 3.758 -1.976 0.499 -0.4772
N 4.847 -2.779 1.122 0.5339
O 5.372 -3.632 0.433 -0.3947
O 5.164 -2.508 2.260 -0.3630
H 2.927 -2.647 0.300 0.2206
H 4.134 -1.596 -0.444 0.2394
H 3.484 -1.208 1.208 0.2383
C -6.000 2.708 0.076 -0.4872
N -4.561 2.444 -0.127 0.5374
O -4.191 1.292 -0.160 -0.3580
O -3.848 3.420 -0.271 -0.3974
H -6.403 3.016 -0.884 0.2402
H -6.117 3.496 0.813 0.2339
H -6.502 1.814 0.431 0.2344
C -0.425 0.779 0.550 -0.5012
N -0.195 -0.204 -0.534 0.5343
O 0.797 -0.908 -0.442 -0.4253
O -0.963 -0.222 -1.471 -0.3573
H -0.191 0.305 1.499 0.2375
H -1.440 1.153 0.525 0.2488
H 0.298 1.585 0.427 0.2596
C -1.887 5.659 1.642 -0.4843
N -1.657 4.527 2.582 0.5390
O -1.994 4.680 3.738 -0.3709
O -1.176 3.515 2.121 -0.3902
H -2.907 5.563 1.277 0.2425
H -1.184 5.554 0.825 0.2323
H -1.772 6.578 2.202 0.2321
C 1.941 2.148 -2.360 -0.4910
N 2.763 1.696 -1.212 0.5383
O 3.645 0.899 -1.449 -0.3694
O 2.468 2.117 -0.112 -0.3859
H 1.150 1.411 -2.501 0.2425
H 2.560 2.155 -3.249 0.2387
H 1.530 3.125 -2.136 0.2319
```

Highest occupied orbital energy (eV): -10.63
SMILES: C[N+](=O)[O-].C[N+](=O)[O-].C[N+](=O)[O-].C[N+](=O)[O-].C[N+](=O)[O-].C[N+](=O)[O-].C[N+](=O)[O-]
Kohn-Sham gap (eV): 10.26
DFT total energy (eV): -46675.5038
Multiplicity: 1

Entry from OMol25: C2H4NO4 as an isolated structure (ωB97M-V with the def2-TZVPD basis set).

Geometry as XYZ:
```
11
Properties=species:S:1:pos:R:3:nbo_charge:R:1
O 2.176 0.122 1.507 -0.6893
C 1.182 0.741 1.845 0.6621
O 0.366 1.390 1.083 -0.7934
H 0.921 0.776 2.928 0.0338
H -0.398 0.597 0.516 0.5018
N 0.268 -0.831 -1.568 -0.8879
C -1.035 -0.578 -1.192 0.8906
O -1.147 -0.122 0.019 -0.7743
O -1.968 -0.748 -1.966 -0.7227
H 0.445 -1.164 -2.496 0.3752
H 1.033 -0.676 -0.937 0.4042
```

Highest occupied orbital energy (eV): -5.60
Kohn-Sham gap (eV): 9.77
DFT total energy (eV): -11821.8881
Charge: -1
Multiplicity: 1

Entry from OMol25: C30H36Cl3Ge2NO4RhSSi as an isolated structure at a distorted geometry (ωB97M-V with the def2-TZVPD basis set).

Geometry as XYZ:
```
79
Properties=species:S:1:pos:R:3:lowdin_charge:R:1
Rh 0.608 -0.290 -0.497 0.4985
O -2.562 1.923 -2.225 -0.2593
Cl -1.446 1.072 -2.224 0.6236
O -0.312 1.767 -1.690 -0.4189
O -1.149 0.612 -3.522 -0.2747
O -1.715 -0.054 -1.361 -0.4113
Cl 0.036 -2.060 1.223 0.8390
C 1.469 -2.905 1.677 -0.6069
C 1.380 -4.004 2.513 -0.0973
C 2.531 -4.684 2.873 -0.0755
C 3.767 -4.245 2.424 -0.1016
C 3.845 -3.148 1.587 -0.6925
Cl 5.375 -2.620 1.013 0.6994
C 2.694 -2.457 1.169 -0.6660
S 2.817 -1.153 0.040 0.7199
H 0.414 -4.313 2.879 0.1093
H 2.464 -5.557 3.503 0.1084
H 4.673 -4.747 2.718 0.1073
C 1.440 4.027 0.835 -0.2425
Ge 0.812 2.779 2.280 0.8392
C 2.271 1.420 2.515 -0.2825
C 0.588 3.728 4.064 -0.2225
Ge -1.008 1.150 0.979 0.9981
C -1.900 0.047 2.441 -0.3793
C -2.876 -0.890 2.119 -0.1596
C -3.430 -1.709 3.088 -0.0827
C -2.997 -1.619 4.401 -0.0861
C -2.016 -0.701 4.737 -0.0815
C -1.480 0.125 3.763 -0.1284
C -2.478 2.508 0.745 -0.3315
C -2.330 3.874 0.933 -0.1164
C -3.400 4.732 0.755 -0.0806
C -4.630 4.236 0.362 -0.0777
C -4.780 2.878 0.142 -0.0717
C -3.715 2.021 0.341 -0.1383
H 2.516 3.933 0.719 0.0167
H 1.197 5.062 1.046 0.0113
H 0.972 3.740 -0.103 -0.0020
H 3.176 1.893 2.886 0.0163
H 2.477 0.977 1.544 -0.0679
H 1.980 0.633 3.204 0.0098
H 1.414 4.418 4.199 0.0166
H 0.604 2.996 4.865 0.0038
H -0.346 4.277 4.109 0.0047
H -3.203 -0.983 1.090 0.0945
H -4.196 -2.425 2.825 0.1057
H -3.419 -2.266 5.158 0.1029
H -1.670 -0.623 5.759 0.1042
H -0.724 0.855 4.032 0.0716
H -1.366 4.276 1.220 0.0650
H -3.267 5.793 0.912 0.1032
H -5.468 4.903 0.219 0.1041
H -5.729 2.485 -0.191 0.1076
H -3.840 0.966 0.140 0.0882
C 1.606 0.654 -5.061 -0.1620
Si 2.126 -0.091 -3.383 0.4586
C 3.646 -1.240 -3.627 -0.1631
C 2.610 1.315 -2.181 -0.1922
N 0.938 -1.081 -2.578 -0.1015
C 0.160 -2.025 -3.087 -0.3815
C -0.719 -2.750 -2.239 -0.0666
C -1.573 -3.702 -2.734 -0.0941
C -1.586 -4.005 -4.092 -0.1037
C -0.719 -3.329 -4.946 -0.0919
C 0.139 -2.371 -4.464 -0.0350
H 2.063 1.628 -5.197 0.0263
H 0.529 0.776 -5.076 0.0102
H 1.901 0.029 -5.898 0.0233
H 4.442 -0.684 -4.109 0.0228
H 3.406 -2.100 -4.243 0.0228
H 4.020 -1.599 -2.675 -0.0052
H 3.674 1.323 -1.973 0.0349
H 2.071 1.212 -1.225 -0.0533
H 2.334 2.280 -2.588 0.0317
H -0.717 -2.521 -1.182 0.0298
H -2.237 -4.219 -2.057 0.1000
H -2.262 -4.751 -4.481 0.0917
H -0.723 -3.549 -6.005 0.1026
H 0.806 -1.848 -5.130 0.0815
```

Highest occupied orbital energy (alpha / beta) (eV): -7.21 / -6.88
Kohn-Sham gap (alpha / beta) (eV): 4.50 / 3.99
DFT total energy (eV): -213684.7652
⟨S²⟩: 0.860
Multiplicity: 2

Entry from OMol25: a 2-piece molecular cluster, C17H22BrN5O5S2 overall at a distorted geometry (ωB97M-V with the def2-TZVPD basis set).

Geometry as XYZ:
```
52
Properties=species:S:1:pos:R:3:nbo_charge:R:1
O -2.688 1.285 -1.399 -0.6140
O 4.958 -6.288 2.559 -0.6538
O 6.112 -2.823 -0.106 -0.6482
O -6.804 1.177 -0.361 -0.9321
O -5.495 0.736 -2.349 -0.8926
Br 3.006 -1.344 -1.382 0.1348
N -0.462 -1.251 0.926 -0.4728
S 0.003 -0.158 -1.406 0.4722
C -3.119 0.630 -0.471 0.7843
C 4.390 -5.371 3.134 0.6762
C 5.834 -3.682 0.725 0.6575
C -1.011 -0.527 -0.012 0.2240
C 0.846 -1.562 0.573 -0.0780
C 1.269 -1.071 -0.633 -0.3670
C -5.413 5.450 -0.242 -0.2089
C -4.829 5.978 -1.397 -0.1722
C -5.616 4.072 -0.124 -0.1920
C -4.625 3.748 -2.311 -0.1102
C -4.435 5.130 -2.442 -0.0332
C -5.221 3.214 -1.161 -0.3149
N -2.317 -0.198 0.264 -0.6197
N 6.767 -4.442 1.312 -0.6134
N 4.124 -4.201 2.555 -0.6048
N -4.375 0.789 0.001 -0.8585
C 3.972 -5.525 4.578 -0.7076
C 8.206 -4.370 1.062 -0.4179
C 4.366 -3.872 1.139 -0.3132
C -2.365 6.089 -3.446 -0.5952
C -3.819 5.697 -3.696 -0.4188
S -5.529 1.421 -1.049 2.2422
H 1.490 -2.161 1.210 0.2096
H -5.718 6.113 0.562 0.2233
H -4.683 7.050 -1.485 0.2160
H -6.094 3.671 0.767 0.2389
H -4.312 3.082 -3.114 0.2395
H -2.665 -0.536 1.150 0.4210
H 6.427 -5.177 1.924 0.4219
H 3.684 -3.496 3.122 0.3989
H -4.743 0.020 0.533 0.4232
H 4.248 -6.521 4.922 0.2467
H 2.894 -5.401 4.656 0.2274
H 4.479 -4.778 5.185 0.2278
H 8.554 -5.315 0.643 0.1997
H 8.734 -4.176 1.996 0.1961
H 8.434 -3.568 0.355 0.2355
H 3.958 -4.674 0.523 0.2321
H 3.832 -2.955 0.895 0.2357
H -1.908 6.454 -4.371 0.2124
H -2.302 6.879 -2.693 0.2030
H -1.792 5.224 -3.095 0.2128
H -3.862 4.959 -4.504 0.2141
H -4.386 6.574 -4.023 0.2122
```

Highest occupied orbital energy (eV): -8.81
SMILES: CCc1cccc(S(=O)(=O)NC(=O)Nc2ncc(Br)s2)c1.CNC(=O)CNC(C)=O
Kohn-Sham gap (eV): 9.07
DFT total energy (eV): -127387.5924
Multiplicity: 1

Entry from OMol25: a 2-piece molecular cluster, C5H10N2 overall at a distorted geometry (ωB97M-V with the def2-TZVPD basis set).

Geometry as XYZ:
```
17
Properties=species:S:1:pos:R:3:nbo_charge:R:1
C 0.089 0.366 -0.860 -0.1303
C -0.305 0.273 0.396 0.1941
C -0.395 -0.493 -2.034 -0.6319
C 1.282 1.278 -1.116 -0.6544
C -0.388 0.626 1.854 -0.7287
N -0.974 -1.982 2.027 -0.3933
N -1.174 -2.008 0.823 -0.0453
H 0.629 -0.636 -2.501 0.2156
H -1.048 0.130 -2.689 0.2219
H -0.945 -1.341 -1.552 0.2503
H 1.538 1.776 -2.152 0.2177
H 2.157 0.667 -0.999 0.2135
H 1.508 2.136 -0.402 0.2249
H -1.206 1.349 2.077 0.2282
H -0.686 -0.257 2.359 0.2537
H 0.529 0.953 2.301 0.2215
H -0.610 -2.835 2.468 0.3426
```

Highest occupied orbital energy (alpha / beta) (eV): -8.20 / -7.30
Kohn-Sham gap (alpha / beta) (eV): 8.77 / 7.80
DFT total energy (eV): -8321.6001
Multiplicity: 1

Entry from OMol25: one molecule with the formula C4H11NO at a distorted geometry (ωB97M-V with the def2-TZVPD basis set).

Geometry as XYZ:
```
17
Properties=species:S:1:pos:R:3:nbo_charge:R:1
C -0.676 0.173 0.834 -0.4469
C -0.571 0.490 -0.669 0.1140
C -1.947 0.102 -1.421 -0.6333
O 0.343 -0.367 -1.260 -0.7791
C 0.809 0.347 1.308 -0.2288
N 1.946 -0.640 1.122 -0.8776
H -1.586 0.851 1.222 0.2244
H -1.061 -0.851 1.093 0.2085
H -0.111 1.504 -0.911 0.1780
H -2.435 0.977 -1.636 0.1983
H -2.557 -0.533 -0.800 0.1943
H -1.541 -0.463 -2.227 0.2313
H 0.630 -1.262 -0.806 0.5020
H 1.159 1.272 0.817 0.1817
H 0.686 0.559 2.354 0.1742
H 2.740 -0.126 0.757 0.3845
H 2.010 -1.183 2.046 0.3745
```

Highest occupied orbital energy (eV): -8.80
SMILES: C[C@H](O)CCN
Kohn-Sham gap (eV): 9.82
DFT total energy (eV): -7861.8410
Multiplicity: 1